{"formula": "C26H48N2O2PS5Se5SiTa", "method": "ωB97M-V with the def2-TZVPD basis set", "multiplicity": 1, "de_lowest_kcal_mol": 23.3, "homo_ev": -7.59, "e_tot_ev": -434448.0798, "mol_weight_g_mol": 1215.83, "species": ["Ta", "O", "C", "S", "C", "C", "S", "S", "S", "Se", "Se", "Se", "Se", "C", "Si", "C", "C", "Se", "H", "H", "H", "H", "H", "H", "H", "H", "H", "O", "P", "C", "C", "C", "C", "C", "C", "C", "C", "C", "C", "C", "C", "C", "C", "C", "C", "C", "C", "H", "H", "H", "H", "H", "H", "H", "H", "H", "H", "H", "H", "H", "H", "H", "H", "H", "H", "H", "H", "H", "H", "H", "H", "H", "H", "H", "H", "H", "H", "H", "H", "H", "C", "N", "C", "N", "S", "H", "H", "H", "H", "H", "H"], "coordinates": [[-2.2732, -0.7603, -0.6131], [-4.9815, 1.1721, -6.8843], [-4.5076, 0.8263, -5.8479], [-3.7643, -0.7420, -5.4183], [-3.2768, -0.4209, -3.7874], [-3.5033, 0.8009, -3.3118], [-3.1389, 1.2180, -1.6209], [-4.2001, 1.9542, -4.4264], [-2.5465, -1.6950, -2.8235], [-4.4309, -1.7830, -0.1126], [-3.9641, -3.2542, 1.6166], [-2.7057, -4.6467, 0.2670], [-1.1052, -3.1606, -0.5459], [-4.0094, 3.3853, 2.4023], [-4.4117, 1.6065, 2.3246], [-4.9256, 0.8715, 3.9981], [-5.8830, 1.3117, 1.1747], [-2.3444, 0.7555, 1.6445], [-3.4066, 3.7465, 1.5193], [-3.3753, 3.7057, 3.2532], [-4.8482, 4.0457, 2.4898], [-5.9285, 1.2749, 4.4596], [-4.1400, 1.1469, 4.7665], [-4.9436, -0.2310, 3.9536], [-6.5679, 2.0517, 1.6716], [-6.1994, 0.2566, 1.3352], [-5.9088, 1.5375, 0.1074], [-0.2667, -0.5689, -1.0574], [1.2389, -0.4634, -1.1051], [1.7839, 0.6292, 0.1862], [0.6976, 1.7409, 0.3746], [1.2619, 3.0743, 0.7614], [2.2307, 2.9054, 1.9971], [3.4536, 2.1836, 1.4279], [3.1687, 1.2877, 0.1192], [1.9605, -2.0846, -0.8068], [1.9038, -2.4882, 0.6747], [3.2933, -2.2927, 1.3219], [4.5115, -2.8763, 0.6558], [4.5584, -2.3360, -0.7155], [3.2607, -2.5512, -1.4385], [1.8229, 0.0890, -2.8193], [1.6293, 1.6407, -2.9255], [0.3675, 2.0731, -3.6544], [0.1996, 1.1921, -4.8834], [0.1374, -0.3124, -4.5925], [1.5126, -0.7016, -4.0292], [1.7497, -0.0134, 1.0883], [0.0356, 1.4481, 1.2315], [0.0702, 1.8843, -0.4549], [0.4076, 3.7302, 1.0633], [1.7889, 3.5020, -0.0444], [1.6787, 2.2106, 2.6463], [2.5534, 3.8080, 2.5400], [4.0532, 1.5285, 2.0793], [4.0653, 2.9517, 1.0709], [3.9891, 0.5186, -0.0445], [3.3041, 1.8349, -0.7960], [1.2016, -2.7485, -1.2519], [1.7000, -3.5371, 0.7261], [1.2262, -1.8481, 1.2529], [3.1398, -2.4473, 2.4086], [3.4586, -1.2022, 1.3336], [4.4641, -3.9933, 0.6606], [5.4586, -2.6679, 1.1846], [5.2157, -2.8433, -1.3954], [4.8905, -1.3301, -0.7296], [3.0492, -3.6202, -1.5603], [3.2262, -2.1071, -2.3376], [2.9598, -0.0240, -2.5468], [2.4854, 2.0315, -3.4986], [1.7437, 2.0630, -1.9790], [0.5479, 3.0368, -4.0006], [-0.4873, 1.9982, -2.9748], [0.9454, 1.3859, -5.6080], [-0.7440, 1.4574, -5.4049], [-0.0471, -0.7119, -5.5646], [-0.6662, -0.5335, -3.9342], [2.2537, -0.4315, -4.8123], [1.5896, -1.7702, -3.9031], [-1.3207, -1.9069, 4.6611], [-0.1657, -1.2106, 4.1225], [1.1296, -1.3591, 4.5510], [1.4685, -2.2995, 5.4449], [2.1814, -0.2919, 3.9191], [-2.2149, -1.5494, 4.2026], [-1.4407, -1.7106, 5.6913], [-1.1900, -2.9995, 4.5210], [-0.3352, -0.3441, 3.6246], [0.7357, -2.8196, 5.9233], [2.4093, -2.1831, 5.8109]], "forces_ev_per_angstrom": [[1.500, 0.244, 0.826], [-0.057, -0.355, 0.200], [1.080, 0.524, 1.439], [-0.254, -0.597, -0.896], [0.070, -0.478, 0.193], [0.000, 0.642, 0.337], [-0.291, -0.045, -0.933], [-0.494, 0.247, -0.296], [-0.636, 0.356, -1.079], [-1.481, -0.415, 0.148], [0.278, 0.071, 0.319], [0.073, -0.447, -0.141], [-0.974, 0.058, 0.729], [1.735, 1.685, -0.101], [-0.291, -0.918, -0.706], [-0.285, 0.828, 1.457], [-0.173, 0.090, 0.910], [-0.132, -0.761, -0.566], [-0.756, -0.606, 0.599], [-0.148, -0.594, -0.167], [-0.875, 0.257, -0.122], [1.759, -0.788, -1.186], [-0.710, -0.316, -0.787], [-0.194, 0.409, 0.004], [-0.018, -0.875, -0.387], [-0.171, 0.844, -0.087], [0.492, -0.023, 0.159], [-1.415, 0.317, 0.735], [2.114, -0.285, -1.990], [-0.303, 1.144, 0.608], [0.203, -0.706, 2.299], [-0.271, 0.867, 2.563], [-0.815, -1.401, -1.007], [-0.252, -1.968, -1.173], [1.101, -0.996, 0.610], [-1.161, -0.919, 0.806], [1.852, 0.869, 0.122], [-0.684, 1.721, 1.510], [0.353, -1.775, 1.161], [-0.250, -0.811, -1.531], [-1.378, -0.914, 2.374], [2.315, 1.104, 3.551], [0.587, -1.193, -1.922], [0.320, -2.145, 0.461], [-2.533, -0.089, 0.421], [1.527, 1.612, -0.317], [-0.662, -0.231, -1.577], [0.087, 0.354, -0.322], [0.579, 0.053, -0.975], [-0.916, -0.057, -1.296], [0.649, -0.326, -0.464], [0.591, 0.906, -1.073], [0.260, 0.465, 0.358], [-0.455, -0.265, -0.345], [-0.490, 0.508, 0.313], [1.464, 1.115, -0.482], [-0.893, 0.634, 0.797], [-0.346, 0.789, -0.255], [0.065, 0.501, -0.349], [-0.789, -0.605, 0.193], [-0.279, -0.766, -0.019], [0.562, -0.571, -0.544], [0.073, -0.075, -0.063], [-0.120, 0.583, -0.237], [-0.543, 0.201, 0.069], [1.079, -0.451, 0.096], [0.068, 1.290, 0.092], [0.643, -0.029, -0.157], [0.633, 1.135, -3.646], [-1.605, 0.125, -0.589], [-0.093, -0.204, -0.016], [-0.117, 0.809, 1.507], [-0.212, 2.050, -0.244], [-0.150, 0.190, -0.258], [1.181, 0.231, -0.687], [0.303, 0.042, 0.327], [-0.105, -1.066, -0.484], [-0.535, -0.290, 0.567], [-0.215, -0.156, 0.406], [0.084, -0.445, 0.322], [1.163, -0.971, -0.553], [0.205, -0.559, 0.624], [-2.292, 0.474, -0.488], [-0.442, -0.224, 0.089], [1.905, 1.176, -0.470], [-0.482, 0.037, -0.741], [-0.042, 0.181, 1.514], [-0.380, 0.517, -0.081], [0.099, -0.322, -0.048], [0.638, 0.180, -0.008], [-0.526, -0.406, 0.048]]}